Record 1
{"formula": "C7H13NO6S", "method": "the ωB97M-V functional and the def2-TZVPD basis", "multiplicity": 1, "homo_ev": -10.949, "orbital_gap_ev": 11.270, "total_charge": 0, "symbols": ["C", "C", "C", "O", "S", "O", "O", "O", "C", "O", "C", "N", "H", "H", "H", "H", "H", "H", "H", "C", "C", "O", "H", "H", "H", "H", "H", "H"], "xyz": [[-1.457740, 0.440850, 0.502849], [-0.116362, 1.063542, 0.879828], [0.412887, 1.905554, -0.260739], [0.578991, 3.319407, -0.037012], [1.024205, 3.885108, -1.465317], [-0.088862, 4.009045, -2.324142], [1.905270, 4.963136, -1.288248], [1.821454, 2.531628, -1.930578], [1.657921, 1.503202, -1.000676], [2.819847, 1.349385, -0.179165], [3.742694, 2.250834, -0.282737], [4.534058, 3.077124, -0.098389], [-2.115592, 1.187013, 0.070776], [-1.335809, -0.374617, -0.198264], [-1.958005, 0.066370, 1.385509], [-0.278313, 1.703694, 1.736240], [0.565820, 0.259566, 1.121836], [-0.333092, 1.846169, -1.053871], [1.443834, 0.556095, -1.475531], [-1.469249, -4.395023, 1.454841], [-1.799901, -3.611081, 0.198738], [-0.640942, -2.996871, -0.365755], [-1.010132, -3.743957, 2.199028], [-2.365984, -4.841544, 1.885683], [-0.758972, -5.195144, 1.234994], [-2.495045, -2.803886, 0.424072], [-2.266038, -4.262198, -0.547428], [-0.016944, -3.693402, -0.586542]], "atomic_forces_ev_per_a": [[-0.038, 0.180, 0.102], [-0.285, 0.246, -0.029], [-0.770, -0.363, -0.391], [0.342, 0.005, -0.063], [-0.032, 0.167, 0.268], [-0.480, -0.188, -0.269], [0.485, 0.162, 0.160], [0.367, 0.159, 0.001], [-0.529, 0.151, -0.004], [-0.016, -0.347, -0.350], [0.519, 1.036, 1.218], [-0.365, -0.763, -0.647], [-0.142, 0.150, -0.139], [0.015, -0.197, -0.197], [-0.062, -0.253, 0.223], [0.307, 0.111, 0.345], [0.410, 0.053, 0.290], [-0.236, -0.133, -0.137], [0.499, -0.246, -0.384], [0.065, 0.073, -0.001], [0.170, -0.172, -0.023], [-0.115, 0.165, 0.069], [-0.035, 0.022, 0.017], [-0.002, -0.017, -0.010], [-0.049, -0.048, -0.013], [0.013, 0.054, -0.047], [-0.091, 0.023, 0.034], [0.057, -0.030, -0.025]]}

---

Record 2
{"formula": "C7H13NO7", "method": "the ωB97M-V functional and the def2-TZVPD basis", "multiplicity": 1, "homo_ev": -10.172, "orbital_gap_ev": 10.120, "total_charge": 0, "symbols": ["O", "C", "O", "C", "C", "O", "C", "O", "C", "C", "O", "C", "O", "N", "O", "H", "H", "H", "H", "H", "H", "H", "H", "H", "H", "H", "H", "H"], "xyz": [[2.815068, 2.428929, 1.874157], [2.681087, 1.299397, 2.268521], [2.719807, 0.202387, 1.494859], [2.213680, 0.343130, 0.145773], [0.799224, 0.929929, 0.200273], [0.117546, 0.569681, -0.977854], [-1.067970, 1.280137, -1.249515], [-2.215161, 0.506925, -1.079611], [-2.388757, 0.017804, 0.235316], [-3.779502, -0.554060, 0.386447], [-3.956569, -1.706919, -0.424265], [2.242588, -1.085118, -0.396824], [2.242695, -1.080766, -1.813235], [2.913475, -2.290316, -2.256134], [2.199685, -2.952928, -2.878448], [2.519976, 1.060468, 3.326679], [2.881313, 0.981281, -0.437690], [0.304611, 0.493527, 1.084255], [0.828062, 2.015904, 0.329677], [-1.050232, 1.555876, -2.305797], [-1.121380, 2.184674, -0.623923], [-2.223893, 0.819735, 0.973952], [-1.650587, -0.769128, 0.442463], [-3.934489, -0.787072, 1.447208], [-4.523700, 0.202147, 0.114284], [-4.121346, -2.465366, 0.140670], [1.391030, -1.648060, 0.005016], [3.163740, -1.552197, -0.026250]], "atomic_forces_ev_per_a": [[-0.303, -0.580, 0.095], [0.417, 0.877, -0.248], [-0.666, -0.015, 0.291], [0.153, 0.020, -0.319], [-0.088, -0.156, 0.269], [0.093, 0.148, -0.047], [-0.098, -0.012, -0.181], [0.040, 0.058, 0.055], [0.219, -0.126, 0.071], [-0.038, 0.070, 0.206], [-0.033, 0.046, 0.045], [0.449, 0.286, 0.365], [-0.390, -0.156, -0.100], [-0.056, -0.197, 0.462], [0.118, 0.197, -0.352], [0.233, -0.261, -0.039], [-0.031, -0.082, 0.015], [0.020, 0.046, -0.049], [0.062, -0.082, -0.051], [-0.043, -0.041, 0.109], [0.076, -0.065, 0.050], [-0.150, 0.032, -0.086], [-0.071, 0.029, -0.050], [0.030, 0.003, -0.084], [0.081, -0.076, -0.113], [0.016, 0.030, -0.041], [0.011, 0.000, -0.203], [-0.049, 0.005, -0.069]]}

---

Record 3
{"formula": "C7H13NOS2", "method": "the ωB97M-V functional and the def2-TZVPD basis", "multiplicity": 1, "homo_ev": [-7.930, -7.930], "orbital_gap_ev": [7.426, 7.425], "total_charge": 0, "symbols": ["C", "C", "C", "C", "C", "C", "C", "N", "O", "S", "S", "H", "H", "H", "H", "H", "H", "H", "H", "H", "H", "H", "H", "H"], "xyz": [[0.053133, 0.743874, 0.705267], [3.417967, -1.725381, -0.254290], [3.433620, -0.507525, -1.165749], [2.493515, -0.618252, 0.061992], [-2.878855, 0.504318, -0.880564], [-2.671695, 1.843156, 1.335154], [-2.342092, 0.498803, 0.537888], [0.126841, -1.925551, 0.533771], [0.283556, -0.531259, -1.505567], [0.568951, 2.112503, 1.342419], [0.714452, -0.694015, -0.132522], [3.195197, -2.707712, -0.639840], [4.206322, -1.831057, 0.410446], [4.081542, 0.368950, -1.106447], [3.108614, -0.751963, -2.113059], [2.608971, 0.093513, 0.835205], [-2.388840, -0.365984, -1.476700], [-2.614328, 1.479596, -1.325190], [-3.972324, 0.495082, -0.691365], [-2.998427, 1.581580, 2.429817], [-3.586588, 2.231938, 0.828817], [-1.945600, 2.572788, 1.277114], [-2.375144, -0.399560, 1.037552], [-0.518791, -2.467841, -0.044149]], "atomic_forces_ev_per_a": [[-2.655, 0.513, -0.302], [0.592, 0.771, -0.274], [-0.234, 0.214, 2.541], [-1.382, -0.182, -1.958], [1.764, -0.652, 0.311], [-3.314, -4.264, 0.526], [1.975, 4.378, -0.235], [0.821, 0.046, 0.727], [0.568, 0.848, -0.528], [0.361, -1.074, -0.362], [-1.421, -1.734, -0.559], [-0.897, 0.244, -0.360], [1.411, -0.022, 1.378], [0.336, -0.752, 0.121], [-1.197, -0.031, -1.806], [0.931, 0.351, 0.902], [-1.420, 1.525, 0.834], [-0.204, -0.536, -0.128], [0.375, -0.452, -0.736], [0.959, 0.678, -1.954], [0.532, -0.055, 0.417], [1.838, 1.385, 0.064], [0.012, -1.804, 1.253], [0.247, 0.603, 0.131]]}

---

Record 4
{"formula": "C7H13NP", "method": "the ωB97M-V functional and the def2-TZVPD basis", "multiplicity": 1, "homo_ev": -12.917, "orbital_gap_ev": 10.080, "total_charge": 1, "symbols": ["C", "C", "C", "C", "C", "C", "C", "N", "P", "H", "H", "H", "H", "H", "H", "H", "H", "H", "H", "H", "H", "H"], "xyz": [[-0.651907, 1.699879, -0.565596], [-2.329863, -1.633288, -0.861174], [-0.443895, -0.689832, -5.143623], [-0.764810, 0.270071, -0.206981], [-1.479010, -0.677258, -0.715160], [1.439979, -0.654861, 0.582781], [-0.155741, 0.531023, 2.073681], [-0.043875, -0.337916, 0.952830], [-0.269410, -0.532345, -3.614826], [-0.496204, 2.315948, 0.254705], [0.111655, 1.964737, -1.305332], [-3.295232, -1.563842, -0.453616], [-2.261743, -2.454342, -1.477645], [-0.490399, -0.823720, -6.187806], [-1.651197, 1.943196, -1.110580], [1.802791, 0.237805, 0.055196], [1.913739, -0.898702, 1.500476], [1.468689, -1.350361, -0.248099], [0.504352, 1.360277, 1.828352], [-1.171056, 0.892511, 2.210259], [0.389691, 0.073639, 3.031583], [-0.585413, -1.218355, 0.972086]], "atomic_forces_ev_per_a": [[-1.773, -0.338, -3.085], [-0.073, 0.761, -0.028], [0.386, 0.154, 2.087], [0.453, -0.419, -0.063], [-1.069, 0.224, -0.369], [-1.832, 1.392, -1.152], [2.285, 0.157, 3.424], [1.069, -1.058, -2.151], [-0.096, -0.094, -1.583], [-0.081, 1.195, 1.512], [0.147, -0.425, 0.110], [-1.114, 0.328, 1.032], [0.753, -1.649, -1.532], [-0.167, -0.052, -0.749], [1.699, -0.100, 1.175], [0.165, 0.162, 0.909], [0.797, -0.366, 0.388], [-0.249, -0.837, 0.526], [-0.224, 0.339, 0.170], [0.029, -0.296, 0.307], [-1.753, 0.745, -1.944], [0.647, 0.176, 1.015]]}

---

Record 5
{"formula": "C7H13NS2", "method": "the ωB97M-V functional and the def2-TZVPD basis", "multiplicity": 1, "homo_ev": -6.582, "orbital_gap_ev": 6.367, "total_charge": 0, "symbols": ["C", "C", "C", "C", "C", "C", "C", "H", "H", "H", "H", "H", "H", "H", "H", "H", "H", "H", "H", "H", "N", "S", "S"], "xyz": [[-2.057590, 1.318639, 0.386966], [-3.563802, 1.164481, 0.102936], [-1.647556, -0.058823, -0.166562], [0.825995, 1.142683, -0.290819], [1.349237, -0.254961, -0.043359], [2.773763, -0.446777, 0.063282], [3.680733, 0.555592, -0.037680], [-1.870678, 1.374787, 1.464551], [-1.577257, 2.178536, -0.093087], [-4.235174, 1.452285, 0.912278], [-3.884152, 1.652423, -0.822989], [-0.960719, -0.639671, 0.454719], [-1.265679, -0.018904, -1.188799], [1.133958, 1.819618, 0.515045], [-0.259998, 1.135201, -0.342261], [1.220735, 1.541840, -1.232132], [3.117206, -1.466149, 0.231845], [3.359576, 1.581672, -0.203656], [5.413271, -0.487755, 0.297838], [5.621661, 1.203642, 0.150014], [5.029725, 0.401870, 0.013149], [-3.382964, -0.645694, -0.119679], [0.308870, -1.520907, 0.099430]], "atomic_forces_ev_per_a": [[-1.041, 0.336, -0.130], [-0.100, 0.205, 0.067], [-3.180, 2.139, 0.297], [0.272, 0.089, -0.079], [0.108, 0.063, 0.043], [0.026, -0.057, 0.092], [-0.133, 0.078, -0.017], [0.052, -0.034, -0.135], [-0.405, 0.038, 0.161], [0.015, -0.030, -0.074], [0.059, -0.101, 0.128], [-2.566, 1.853, 0.034], [-0.220, -0.243, 0.083], [0.008, -0.103, -0.084], [1.434, 0.362, -0.112], [-0.005, -0.058, 0.080], [-0.078, 0.156, -0.025], [0.028, -0.157, 0.021], [-0.076, 0.153, -0.063], [-0.113, -0.093, -0.052], [0.034, -0.111, 0.117], [-0.221, 0.001, -0.009], [6.100, -4.487, -0.344]]}

---

Record 6
{"formula": "C7H13NSSi", "method": "the ωB97M-V functional and the def2-TZVPD basis", "multiplicity": 1, "homo_ev": -7.627, "orbital_gap_ev": 8.108, "total_charge": 0, "symbols": ["C", "C", "C", "C", "C", "C", "C", "N", "Si", "S", "H", "H", "H", "H", "H", "H", "H", "H", "H", "H", "H", "H", "H"], "xyz": [[-2.137041, 1.805378, 0.214291], [-3.020088, 0.910965, 0.942764], [-0.979061, 1.363868, -0.336721], [-2.859741, -0.423345, 0.795068], [2.111896, 0.429111, -1.779844], [0.967064, -2.307783, -0.734933], [1.574176, 0.085651, 1.381797], [-0.551537, 0.049113, -0.445480], [1.110980, -0.458421, -0.407083], [-1.983975, -1.023113, -0.573137], [-2.133278, 2.865343, 0.595749], [-3.486243, 1.251975, 1.877824], [-0.188938, 2.124985, -0.487144], [-3.009994, -1.016474, 1.710236], [1.772448, 0.571641, -2.803684], [2.151087, 1.453245, -1.347751], [3.047935, -0.062560, -1.695532], [0.169904, -2.448774, -1.475903], [1.804365, -2.972903, -0.795180], [0.462399, -2.749256, 0.140786], [1.268477, -0.654517, 2.202947], [2.664044, 0.137377, 1.475893], [1.245122, 1.068495, 1.545037]], "atomic_forces_ev_per_a": [[-0.440, 1.397, 0.887], [1.230, -0.670, 0.272], [1.213, 0.160, 0.686], [-0.447, 0.247, 1.335], [-1.479, 1.078, 1.796], [-1.256, 0.132, 1.427], [1.465, -2.674, -0.292], [-2.888, 0.450, -1.006], [0.071, -0.566, -0.037], [1.078, 0.401, -0.045], [-0.204, -1.005, -1.176], [0.125, 0.104, -0.556], [-0.371, -0.492, -0.012], [-0.355, -0.229, -0.812], [-0.212, -0.610, 0.115], [0.586, -0.361, -0.339], [1.252, -0.079, -0.305], [0.712, -0.121, -0.426], [0.731, 0.036, -0.809], [-0.043, 0.382, 0.145], [-0.022, 1.169, -1.314], [0.111, -0.014, 0.037], [-0.855, 1.265, 0.429]]}

---

Computed energy (Ha) in order:
-1178.82575 -855.80902 -1200.63101 -670.20086 -1125.48745 -1016.92171
Computed energy above the lowest of the compared OMol25 structures with the same formula, charge and spin (kJ/mol) in order:
107.38 254.46 624.49 265.67 234.16 37.49